1.
Computed, not measured: a cluster of 2 separate species, C27H36N3O in total in a non-equilibrium geometry, with ωB97M-V/def2-TZVPD.

- Charge: +1
- Highest occupied orbital energy: -0.3838 Ha
- Total energy: -1289.69894 hartree
- HOMO-LUMO gap: 5.44 eV

Element x y z (Å)
C (-2.536, -3.472, 2.939)
N (-2.179, -2.326, 2.138)
C (-2.461, -2.301, 0.802)
O (-2.992, -3.204, 0.160)
C (-1.997, -0.951, 0.260)
C (-3.137, -0.128, -0.343)
C (-3.769, -0.793, -1.538)
C (-5.127, -1.121, -1.523)
C (-5.687, -1.834, -2.584)
C (-4.901, -2.177, -3.693)
C (-3.559, -1.780, -3.737)
C (-2.996, -1.077, -2.667)
N (-1.413, -0.307, 1.440)
C (-0.858, 0.925, 1.346)
C (-0.303, 1.615, 2.418)
C (0.273, 2.888, 2.391)
C (0.869, 3.492, 3.555)
C (1.512, 4.764, 3.524)
C (2.097, 5.306, 4.667)
C (2.063, 4.610, 5.885)
C (1.447, 3.353, 5.944)
C (0.857, 2.810, 4.811)
C (-1.508, -1.135, 2.668)
C (-2.400, -0.474, 3.736)
C (-0.129, -1.548, 3.217)
H (-3.034, -4.210, 2.306)
H (-1.648, -3.935, 3.385)
H (-3.219, -3.184, 3.747)
H (-1.201, -1.128, -0.490)
H (-3.896, 0.022, 0.442)
H (-2.736, 0.856, -0.632)
H (-5.727, -0.844, -0.654)
H (-6.738, -2.123, -2.547)
H (-5.331, -2.752, -4.518)
H (-2.942, -2.017, -4.607)
H (-1.949, -0.765, -2.689)
H (-0.871, 1.380, 0.345)
H (-0.339, 1.061, 3.351)
H (0.337, 3.422, 1.442)
H (1.547, 5.313, 2.579)
H (2.597, 6.273, 4.624)
H (2.535, 5.024, 6.778)
H (1.430, 2.783, 6.871)
H (0.382, 1.831, 4.890)
H (-3.414, -0.345, 3.329)
H (-2.450, -1.113, 4.628)
H (-2.027, 0.510, 4.033)
H (0.381, -2.173, 2.470)
H (0.509, -0.688, 3.438)
H (-0.260, -2.134, 4.137)
C (1.489, 6.293, -1.092)
C (0.099, 5.709, -1.312)
C (-0.856, 6.657, -2.088)
C (-2.260, 6.353, -1.544)
C (-2.045, 5.609, -0.202)
N (-0.640, 5.334, -0.147)
H (1.935, 6.560, -2.057)
H (1.452, 7.193, -0.467)
H (2.153, 5.566, -0.613)
H (0.222, 4.816, -1.957)
H (-0.585, 7.696, -1.880)
H (-0.771, 6.499, -3.166)
H (-2.854, 7.258, -1.410)
H (-2.790, 5.710, -2.253)
H (-2.368, 6.250, 0.634)
H (-2.669, 4.701, -0.157)
H (-0.254, 4.762, 0.576)

***

2.
Computed, not measured: a cluster of 2 separate species, C16H15F2NO2 in total in a non-equilibrium geometry, with ωB97M-V/def2-TZVPD.

- Highest occupied orbital energy: -0.2241 Ha
- Total energy: -1023.40242 hartree
- HOMO-LUMO gap: 2.58 eV

Element x y z (Å)
C (-1.151, -0.666, -3.122)
C (-1.771, -1.606, -2.194)
C (-1.488, -3.030, -2.073)
N (-3.104, -1.338, -1.976)
O (-3.802, -2.251, -1.452)
O (-3.567, -0.215, -2.293)
H (-0.181, -1.044, -3.465)
H (-1.803, -0.533, -4.007)
H (-0.989, 0.336, -2.692)
H (-0.515, -3.274, -2.501)
H (-1.502, -3.386, -1.034)
H (-2.263, -3.599, -2.613)
F (2.633, -1.557, -1.826)
C (2.792, -1.201, -0.504)
C (3.873, -1.737, 0.188)
C (4.017, -1.376, 1.533)
C (3.108, -0.530, 2.144)
C (1.974, 0.005, 1.437)
C (1.083, 0.835, 2.169)
C (-0.001, 1.680, 1.803)
C (-0.546, 2.521, 2.835)
C (-1.622, 3.359, 2.608)
C (-2.217, 3.441, 1.343)
C (-1.670, 2.656, 0.330)
F (-2.232, 2.743, -0.920)
C (-0.598, 1.789, 0.507)
C (1.853, -0.343, 0.058)
H (4.572, -2.414, -0.300)
H (4.858, -1.767, 2.103)
H (3.244, -0.231, 3.184)
H (1.350, 0.919, 3.233)
H (-0.068, 2.491, 3.815)
H (-2.017, 3.965, 3.421)
H (-3.070, 4.087, 1.150)
H (-0.222, 1.219, -0.340)
H (1.042, 0.049, -0.550)

***

3.
Computed, not measured: a structure of composition C24H25AlBrF4N2O4S in a non-equilibrium geometry, with ωB97M-V/def2-TZVPD.

- Charge: -1
- Highest occupied orbital energy: -0.1998 Ha
- Total energy: -4954.14122 hartree
- HOMO-LUMO gap: 7.68 eV

Element x y z (Å)
C (2.577, 5.278, -3.457)
C (2.552, 3.781, -3.106)
C (2.634, 2.859, -4.307)
Br (4.443, 2.947, -5.096)
Al (2.317, 0.931, -3.714)
S (0.763, 0.824, -2.025)
C (1.730, -0.234, -5.291)
O (0.697, -1.204, -4.916)
N (-0.563, -0.919, -5.402)
O (-0.899, 0.197, -5.259)
C (3.999, 0.100, -2.849)
O (5.082, 0.032, -3.364)
N (3.848, -0.543, -1.478)
C (4.313, 0.258, -0.452)
O (5.105, 1.171, -0.493)
F (3.753, -0.061, 0.743)
H (2.001, 5.806, -2.700)
H (3.577, 5.687, -3.426)
H (2.083, 5.479, -4.400)
H (3.384, 3.553, -2.448)
H (1.635, 3.595, -2.563)
H (1.915, 3.169, -5.055)
H (-0.235, 1.541, -2.564)
H (2.581, -0.790, -5.673)
H (1.387, 0.385, -6.114)
H (4.363, -1.419, -1.457)
F (-1.826, 1.921, 1.318)
C (-2.622, 1.103, 0.600)
C (-2.066, 0.021, -0.051)
C (-2.894, -0.816, -0.785)
C (-4.257, -0.559, -0.865)
C (-4.794, 0.538, -0.206)
C (-3.975, 1.377, 0.538)
H (-1.002, -0.159, 0.012)
H (-2.472, -1.670, -1.296)
H (-4.893, -1.204, -1.443)
H (-5.855, 0.743, -0.270)
H (-4.374, 2.233, 1.065)
F (-5.838, -2.796, -0.180)
C (-6.353, -3.055, 1.038)
C (-6.211, -2.116, 2.040)
C (-6.747, -2.389, 3.290)
C (-7.405, -3.590, 3.523)
C (-7.531, -4.521, 2.502)
C (-7.006, -4.254, 1.246)
H (-5.686, -1.192, 1.839)
H (-6.649, -1.662, 4.084)
H (-7.818, -3.799, 4.501)
H (-8.039, -5.458, 2.682)
H (-7.099, -4.962, 0.434)
F (5.828, -2.263, 6.912)
C (5.344, -1.385, 6.004)
C (5.152, -0.072, 6.381)
C (4.659, 0.827, 5.445)
C (4.359, 0.402, 4.158)
C (4.557, -0.924, 3.803)
C (5.058, -1.828, 4.729)
H (5.385, 0.237, 7.392)
H (4.509, 1.861, 5.723)
H (3.973, 1.103, 3.431)
H (4.320, -1.253, 2.801)
H (5.226, -2.864, 4.470)

***

In the order shown, the computed energy above the lowest of the compared OMol25 structures with the same formula, charge and spin values come out to 15.2, 179.1, 0.0 kcal/mol.